(1)
Entry from OMol25: a cluster of 2 separate species, CH6N3O in total in a non-equilibrium geometry (wB97M-V/def2-TZVPD).

```
11
Properties=species:S:1:pos:R:3:mulliken_charge:R:1
C 0.4190 1.1935 0.3686 -0.2445
N 2.3086 -0.1704 0.4102 0.0720
N -0.5700 0.3682 0.4495 0.2109
N -1.1621 -0.3811 -0.5568 -0.6801
O 2.8065 -0.3565 -0.6165 -0.2134
H 0.5730 1.8217 1.2454 0.3416
H 0.9232 1.5812 -0.5684 0.3558
H -1.0522 0.1921 1.2999 0.2857
H 2.9258 -0.0949 1.2640 0.2291
H -0.7113 -0.6452 -1.4744 0.3260
H -1.3261 -1.4291 -0.2342 0.3169
```

Values from the calculation:
Frontier orbital gap (spin up / spin down)   8.45 / 8.45 eV
Charge   +1
E_HOMO (spin up / spin down)   -0.50594 / -0.50600 Eh

---

(2)
Entry from OMol25: the ion C4H8O2 with charge -2 in a non-equilibrium geometry (wB97M-V/def2-TZVPD).

```
14
Properties=species:S:1:pos:R:3:mulliken_charge:R:1
C 0.5171 -1.9783 0.1612 -0.6396
O -0.1567 -2.9990 0.6036 -0.9370
C -0.3798 -0.6704 0.1056 -0.2497
C 0.3548 0.6806 0.1585 -0.5891
C -0.4813 1.9787 -0.4163 -0.4644
O 0.1787 3.1742 -0.3170 -0.9726
H 1.2590 -1.8151 0.8836 0.2762
H 0.7633 -2.2244 -0.8728 0.2140
H -0.9979 -0.8335 0.9772 0.1626
H -0.9635 -0.7427 -0.8196 0.2095
H 0.7662 0.9485 1.1785 0.2896
H 1.2296 0.5538 -0.3864 0.3138
H -1.4419 2.2132 0.1606 0.1695
H -0.6474 1.7144 -1.4167 0.2172
```

Values from the calculation:
Frontier orbital gap   6.27 eV
SMILES string   [O-]CCCC[O-]
Charge   -2
E_HOMO   0.04705 Eh

---

(3)
Entry from OMol25: a structure of composition C6H6Cl2ErEuN2O3S in a non-equilibrium geometry (wB97M-V/def2-TZVPD).

```
22
Properties=species:S:1:pos:R:3:mulliken_charge:R:1
Er 2.8902 -0.4429 -4.1507 1.7593
Eu 0.3469 0.8339 -0.0391 1.4078
Cl 4.4154 -0.9829 -2.3079 -0.3456
Cl 0.6260 0.2321 -2.8216 -0.3905
C -1.9869 1.6344 -0.6259 0.0429
C 4.2626 1.4490 -4.1341 -0.0394
C 2.1331 1.4556 -5.4834 0.1254
O -3.0182 1.9234 -1.0584 0.0173
O 4.8856 2.4252 -4.1093 0.1096
O 1.8226 2.4684 -5.9470 0.0193
S 0.8906 -1.7718 0.6751 -0.0152
C -0.3168 -1.3803 1.8109 0.4666
N -0.5211 -0.0384 2.2276 -0.3311
C -1.7800 0.0785 3.0084 -0.4393
C -2.3667 -1.3236 2.9747 -0.4032
N -1.3463 -2.0914 2.2789 0.0389
H 0.2805 0.4586 2.6431 0.4124
H -2.4249 0.8021 2.5023 0.2515
H -1.5772 0.4546 4.0114 0.3509
H -3.3169 -1.3633 2.4344 0.3434
H -2.5024 -1.7294 3.9788 0.3414
H -1.3960 -3.0919 2.1318 0.2777
```

Values from the calculation:
Frontier orbital gap (spin up / spin down)   8.57 / 3.25 eV
Charge   +4
2S+1   10
E_HOMO (spin up / spin down)   -0.83317 / -0.78102 Eh

---

(4)
Entry from OMol25: a structure of composition C36H40N3PRbS2SbSe4 (wB97M-V/def2-TZVPD).

```
88
Properties=species:S:1:pos:R:3:mulliken_charge:R:1
Rb 0.0323 -1.7891 -1.2052 -0.0142
C -2.6046 -4.4550 -1.6933 -0.8299
C -1.2152 -4.9897 -1.3324 -0.6704
N -0.7014 -4.4654 -0.0768 0.3473
C -1.3746 -4.8891 1.1237 -1.0874
C -1.6359 -3.7581 2.1283 -0.6428
S -2.3858 -2.2296 1.4913 0.0510
C -3.8620 -2.8361 0.6260 -0.8364
C -3.8729 -2.5026 -0.8700 -0.9484
N -2.7161 -3.0026 -1.5660 0.2614
H -2.8075 -4.7730 -2.7218 0.3971
H -3.3738 -4.9231 -1.0671 0.3393
H -1.2678 -6.0927 -1.3423 0.2564
H -0.5119 -4.7005 -2.1176 0.1634
H 0.3105 -4.5816 -0.0695 0.0979
H -2.3310 -5.3451 0.8522 0.3410
H -0.8213 -5.6727 1.6652 0.3735
H -2.2385 -4.1427 2.9566 0.4839
H -0.6935 -3.4073 2.5551 0.2464
H -3.9322 -3.9132 0.7773 0.3532
H -4.7474 -2.3964 1.0904 0.5467
H -4.8326 -2.8787 -1.2748 0.3189
H -3.8885 -1.4149 -0.9851 0.3518
H -2.5881 -2.5695 -2.4736 0.2466
Se 3.6294 -3.5511 -5.5909 -0.8110
Sb 2.1612 -2.7810 -3.8090 0.7698
Se 2.4847 -4.1310 -1.7060 -0.7138
Se -0.2663 -2.8213 -4.4639 -0.7474
Se 2.5743 -0.4051 -3.1311 -0.5538
N 1.0916 -1.4391 1.4602 -0.0714
S 2.2909 -1.3990 2.4864 -0.0220
C 1.8597 -0.0811 3.6177 -0.0845
C 2.3477 -0.1147 4.9142 -0.1777
C 1.9990 0.8950 5.8034 -0.5093
C 1.1586 1.9170 5.3887 -0.6338
C 0.6640 1.9330 4.0891 -0.4992
C 1.0111 0.9327 3.1957 -0.2189
C 3.6783 -0.5993 1.6572 0.9438
C 4.5811 0.2181 2.3307 -0.5391
C 5.6621 0.7373 1.6375 -0.5714
C 5.8357 0.4378 0.2883 -0.6467
C 4.9302 -0.3790 -0.3694 -0.5125
C 3.8434 -0.9110 0.3180 -0.2045
H 0.8975 -2.4223 1.2903 -0.1729
H 2.9920 -0.9287 5.2254 0.4418
H 2.3762 0.8759 6.8186 0.3691
H 0.8813 2.7023 6.0816 0.3666
H 0.0095 2.7309 3.7628 0.4422
H 0.6264 0.9204 2.1829 0.4993
H 4.4328 0.4678 3.3741 0.2700
H 6.3645 1.3873 2.1463 0.3387
H 6.6774 0.8537 -0.2523 0.3561
H 5.0174 -0.6038 -1.4256 0.4819
H 3.1489 -1.5556 -0.2126 0.3390
C -0.0219 3.0822 -5.4657 -0.3866
C -0.1343 1.7292 -5.1994 -0.6820
C -0.4695 1.3005 -3.9204 -0.1606
C -0.6904 2.2285 -2.9060 0.2110
C -0.5471 3.5912 -3.1766 -0.2034
C -0.2259 4.0174 -4.4536 -0.7239
P -1.0047 1.5560 -1.2423 0.9892
C 0.2673 2.4408 -0.2520 0.4370
C 0.0197 3.5583 0.5444 -0.0069
C 1.0524 4.1596 1.2534 -0.7653
C 2.3414 3.6505 1.1732 -0.5829
C 2.5961 2.5401 0.3801 -0.2494
C 1.5664 1.9333 -0.3242 -0.3444
C -2.5326 2.3761 -0.6504 -0.2009
C -2.9883 1.9822 0.6119 -0.5544
C -4.1534 2.5083 1.1439 -0.7098
C -4.9019 3.4232 0.4114 -0.4906
C -4.4736 3.8008 -0.8515 -0.6424
C -3.2954 3.2829 -1.3790 -0.2328
H 0.2583 3.4146 -6.4584 0.3640
H 0.0795 0.9882 -5.9585 0.4555
H -0.5014 0.2332 -3.7234 0.0894
H -0.6652 4.3157 -2.3776 0.4198
H -0.1087 5.0753 -4.6581 0.3662
H -0.9826 3.9653 0.6143 0.3650
H 0.8457 5.0273 1.8702 0.3864
H 3.1460 4.1126 1.7333 0.3620
H 3.5961 2.1292 0.3112 0.5179
H 1.7849 1.0671 -0.9478 -0.1496
H -2.4225 1.2467 1.1762 0.4579
H -4.4860 2.1920 2.1252 0.4345
H -5.8197 3.8284 0.8203 0.3467
H -5.0568 4.5031 -1.4354 0.3832
H -2.9723 3.5828 -2.3679 0.4257
```

Values from the calculation:
Frontier orbital gap   4.30 eV
Charge   -2
E_HOMO   -0.03605 Eh

---

(5)
Entry from OMol25: an isolated molecule of C16H18N2O4S in a non-equilibrium geometry (wB97M-V/def2-TZVPD).

```
41
Properties=species:S:1:pos:R:3:mulliken_charge:R:1
O -1.7399 0.9157 1.7205 -0.7470
O 1.8106 3.5512 -0.4066 -0.5484
N -0.7665 -1.9787 0.1628 -0.7059
O 3.1218 1.9708 -1.3327 -0.4567
O -2.6684 -0.9648 0.8540 -0.2981
S 1.2807 3.5949 2.7427 -0.2410
C -1.6570 -0.1534 1.1328 0.5980
C 2.4388 2.5142 -0.2989 0.2338
C -2.0826 -2.0097 0.2463 0.6886
C -0.4166 -0.7530 0.6693 0.2730
C 0.8821 -0.2809 0.7293 -0.1665
C -3.3233 -2.5996 -4.5095 -0.3392
C -3.8166 -1.6573 -3.6131 -0.5991
C -2.6966 -3.7577 -4.0449 -0.5163
C -3.6454 -1.8172 -2.2398 -0.3270
C -2.5951 -3.9579 -2.6883 -0.4110
C -3.0143 -2.9863 -1.7618 0.5379
N 1.1651 0.9496 1.2840 -0.0172
C -2.8861 -3.1848 -0.2790 -1.0021
C 2.9848 1.7382 3.6413 -1.6995
C 3.9169 3.4707 2.1227 -1.7272
C 2.4343 1.6925 1.0636 -0.3590
C 2.7369 2.5595 2.3657 1.1108
H 2.9939 2.5925 -2.0862 0.4031
H 1.1633 4.2682 1.5741 0.1879
H 1.6720 -0.8933 0.2961 0.4314
H -3.4273 -2.4493 -5.5906 0.3376
H -4.3308 -0.7804 -3.9537 0.3885
H -2.2817 -4.5147 -4.7165 0.3520
H -4.0710 -1.0881 -1.5483 0.3863
H -2.1955 -4.8787 -2.3071 0.3158
H 0.3279 1.4635 1.5818 0.3318
H -2.3582 -4.1234 -0.0098 0.3885
H -3.8725 -3.1481 0.1768 0.2901
H 2.0640 1.2220 3.8737 0.4358
H 3.8205 1.0139 3.5653 0.3424
H 3.1992 2.4151 4.4901 0.4247
H 3.6332 4.2082 1.3732 0.4338
H 4.7868 2.9325 1.7690 0.3881
H 4.2097 3.9852 3.0114 0.3864
H 3.2030 0.9186 0.9401 0.4947
```

Values from the calculation:
Frontier orbital gap   8.08 eV
SMILES string   CC(C)(S)[C@@H](N/C=C1/N=C(Cc2ccccc2)OC1=O)C(=O)O
E_HOMO   -0.28778 Eh

---

(6)
Entry from OMol25: a structure of composition C11H19N2 in a non-equilibrium geometry (wB97M-V/def2-TZVPD).

```
32
Properties=species:S:1:pos:R:3:mulliken_charge:R:1
C -2.5523 0.2947 1.3765 -1.3276
C -3.2558 0.6360 0.0566 -0.6260
C -2.0012 -1.7675 -0.1622 -0.5286
C -0.5759 -1.6700 -0.7061 -0.6158
C -0.3418 0.8774 -1.6947 -0.9265
C 0.4900 1.7336 -0.8401 -0.2572
C 3.4721 0.2444 -0.0210 -0.5327
C 3.0907 -0.9078 0.7452 -0.4464
C -1.9802 -0.2361 0.0999 -0.1785
C -0.6061 -0.1457 -0.4666 1.2372
C 0.3928 0.7016 0.2122 -0.0687
N 0.5277 0.8577 1.5485 -0.2195
N 2.2375 -0.2876 -0.2153 -0.1274
H -1.9681 1.0656 1.8311 0.3182
H -2.9602 -0.1482 2.1871 0.3831
H -4.1082 0.1333 -0.1401 0.3540
H -3.1271 1.7032 -0.2612 0.2565
H -2.6982 -2.0287 -0.8863 0.3397
H -2.1040 -2.5966 0.6036 0.3090
H 0.2552 -2.1649 -0.0236 0.2499
H -0.3777 -2.0013 -1.7720 0.2596
H -1.3308 1.4170 -2.0518 0.3001
H -0.0074 0.4881 -2.6172 0.3674
H 1.5488 1.9292 -1.1614 0.2895
H 0.0396 2.6295 -0.5181 0.3332
H 3.5909 1.1776 0.3350 0.2991
H 4.2477 0.1033 -0.7730 0.2367
H 3.4511 -1.8249 0.4253 0.3155
H 2.6921 -1.0011 1.7451 0.2212
H 0.0109 0.2576 2.1192 0.2924
H 0.9367 1.6720 1.8796 0.2257
H 1.7828 -0.7992 -1.0435 0.2671
```

Values from the calculation:
Frontier orbital gap   10.14 eV
Charge   +1
E_HOMO   -0.48924 Eh

---

Question: What is the formula in the fifth record?
Answer: C16H18N2O4S